--- P ---
Here is a cluster of 2 separate species, C3H4S2 in total from OMol25. Energies are from ωB97M-V with the def2-TZVPD basis set.

Values from the calculation:
E_HOMO   -0.314 Eh
HOMO-LUMO gap   7.98 eV
SMILES string   C=C=S.C=S

Cartesian coordinates (Å):
1 C -0.48758 3.28547 0.40043
2 C 0.76937 3.23924 0.03065
3 S 2.28807 2.94836 -0.10308
4 H -1.17001 4.07172 0.07792
5 H -0.71367 2.47139 1.15991
6 C 1.04383 -3.00743 -0.32410
7 S 1.34802 -1.49456 0.21373
8 H 0.88444 -3.27910 -1.31279
9 H 0.89764 -3.91684 0.24178

---

--- Q ---
Here is a cluster of 2 separate species, C3H4S2 in total from OMol25. Energies are from ωB97M-V with the def2-TZVPD basis set.

Values from the calculation:
E_HOMO   -0.308 Eh
HOMO-LUMO gap   8.30 eV

Cartesian coordinates (Å):
1 C -0.62912 -1.82556 0.11619
2 C 0.40500 -1.59927 0.70233
3 C 0.76070 1.14710 0.03109
4 S -0.84016 1.56583 -0.34467
5 S 2.04925 2.07214 -0.42259
6 H -1.57140 -2.12539 -0.25674
7 H -1.33571 0.23026 -0.25755
8 H 1.34650 -1.35048 1.09795
9 H 1.68511 2.83273 -1.38909

---

How do the structures above rank in stability at the extremes? P comes first and Q comes last.